16
Properties=species:S:1:pos:R:3:forces:R:3 method="wB97M-V/def2-TZVPD" smiles=CNCC[NH3+] lumo_ev=-3.34 charge=+1 e_above_lowest_kcal_mol=33.2
N 1.172251 0.054102 -0.052676 -1.06 0.95 0.63
N -0.870543 -1.113451 0.924298 0.08 2.29 0.88
C 1.113409 -0.178591 -1.481609 0.92 2.38 -2.55
C -1.289379 0.320455 0.658956 1.63 -1.42 -2.18
C 0.086272 1.040149 0.427393 0.10 -2.35 -2.31
H 1.960995 -0.747729 -1.973704 -1.01 0.34 1.22
H -1.721534 0.581000 1.562771 -1.30 1.28 1.23
H -1.301102 -1.733141 0.357273 -2.02 -2.60 -2.43
H -1.972883 0.299132 -0.244427 0.78 0.37 1.33
H 2.046589 0.511249 0.187851 0.02 -0.38 0.06
H 0.492310 1.428450 1.288426 0.45 1.07 2.11
H -1.052844 -1.398820 1.852438 0.11 -0.33 1.37
H 0.113163 -1.101056 0.661107 1.82 -0.20 0.13
H 1.095809 0.833755 -2.083768 0.21 -1.54 1.10
H -0.035843 1.783945 -0.319006 -0.18 0.96 -0.51
H 0.163336 -0.579449 -1.765325 -0.55 -0.83 -0.07